101
Properties=species:S:1:pos:R:3 method="wB97M-V/def2-TZVPD" lumo_energy_ev="2.431 / 2.411" s2=0.872 de_lowest_kj_mol=107.3 fmax_ev_per_a=2.24 spin_multiplicity=2 total_charge=-1
C 4.3156 -0.2104 -0.0520
C -1.6170 4.9693 -1.8426
H 3.9722 1.7932 -4.4817
H -1.1484 5.2381 -2.7867
H 2.2797 3.5929 -4.8534
H -1.6964 4.2943 0.8064
C 0.5840 4.6025 -0.6891
H 1.9986 -0.9699 -3.3226
N 3.5114 1.7033 0.3386
H 3.8474 0.7920 -3.0310
H -1.2188 -2.7101 -2.1832
H 0.8571 -5.9642 -0.5596
C 0.4410 0.2182 3.2206
C -3.7333 -3.9819 1.4973
C -0.5104 -5.1330 2.5032
C -5.3830 -2.6879 3.3515
H -1.0163 -4.5608 3.2728
S 1.0473 -2.2785 -1.5892
Sb -0.7983 -4.1370 0.6085
C 2.3312 -1.8564 -2.7952
H 1.7156 2.3533 1.1529
O -0.5363 2.8937 -2.0288
H -0.1106 -3.0644 -3.5287
H -2.5882 4.5299 -2.0519
H 2.4774 -2.6948 -3.4723
H -3.6692 1.1382 1.2855
O 0.0785 0.6672 -2.9831
H -1.7517 5.8667 -1.2417
C 3.4955 -2.3425 0.4913
C -0.2236 -5.8951 -0.5569
C -2.8242 0.4083 -1.5646
N 3.6132 -3.6450 0.6983
H -2.0950 1.0823 -1.9898
C 3.2861 1.4060 -3.7315
V 1.3527 -0.2728 0.4346
C -4.9101 -3.9600 3.6226
H -3.6642 -2.5563 -0.8246
N 1.7508 -2.9553 1.5039
Sb -1.9487 -0.6790 0.1055
C 1.2159 2.8119 3.1718
H -3.7452 -5.5885 2.8957
H -0.6396 -6.7950 -0.1166
N 2.3371 -1.8698 0.9954
P 0.3725 1.5597 -1.8447
H -0.9105 -6.1401 2.4555
H 4.2781 3.8958 -3.2979
N 4.4245 -1.5733 -0.1690
H -2.3782 2.9463 -0.1282
H -0.1148 0.5027 5.2454
C -1.4606 3.4579 0.1511
H -3.1013 -0.0376 2.4866
H 0.4236 5.2796 0.1470
C 0.3202 0.9659 4.3747
C 1.3236 1.9740 2.0851
H 5.3573 -1.9577 -0.2378
O 1.9095 2.0652 -1.8554
H 3.2461 -1.6642 -2.2415
H -5.1913 -4.4638 4.5385
H -4.5997 -1.2039 -0.1911
H -0.8207 2.7587 0.6800
H 2.5350 0.7961 -4.2275
H -0.5772 -5.7958 -1.5789
N 3.1743 0.4155 0.3044
C -3.8124 -1.9156 0.0405
N 2.4961 -3.9824 1.3299
Br -0.3110 -1.5269 3.2359
H -5.3690 -1.0622 1.9725
H 0.8796 2.6598 -4.2771
H 0.7359 4.8569 2.7762
H 0.7200 2.8874 5.2767
H -3.1079 -0.3123 -2.3298
H -3.2753 -4.5979 -0.4949
H -2.0592 1.3238 2.0252
H 3.2091 4.3817 -1.9719
H 0.5529 -5.1561 2.7055
C -0.3516 -2.3573 -2.7387
H 1.0089 5.1663 -1.5163
C -2.7981 0.6098 1.6672
O 0.1489 1.0409 -0.4428
C -4.9954 -2.0556 2.1864
N 5.2959 0.6590 -0.2456
C 0.7429 2.2874 4.3806
C 1.6019 4.2503 3.0380
H 4.3214 3.0370 -1.7458
C -4.1624 -2.6654 1.2502
H -6.0581 -2.1948 4.0391
H -0.5171 -1.3579 -3.1348
C -2.9352 -4.7504 0.5280
H -3.7115 0.9589 -1.2491
C 1.6994 3.3053 -3.9777
C -4.0950 -4.5850 2.6987
H 2.0081 4.6316 3.9706
N 1.0049 0.6573 2.0788
N 4.7430 1.8404 0.0169
H -2.9690 -5.8115 0.7610
H 1.2848 3.8280 -0.3951
H 1.2896 4.2008 -3.5191
C 2.6086 2.5661 -2.9963
H 2.3425 4.3619 2.2525
C -0.7376 3.9537 -1.1008
C 3.6762 3.5334 -2.4670


88
Properties=species:S:1:pos:R:3 method="wB97M-V/def2-TZVPD" lumo_energy_ev=2.140 fmax_ev_per_a=2.57 total_charge=-1
H -1.7500 -2.1672 0.3261
H 2.9384 0.1015 -2.0259
H -2.4019 -2.5842 6.1585
H -0.0633 1.2531 6.1899
H -3.1674 -0.7852 4.7719
P 0.7557 1.0643 -1.8685
H 2.4119 -3.1548 -4.3097
C -1.2978 -0.3272 -3.2526
C -1.6364 1.6743 -5.4077
C 3.4091 -1.2390 -4.3157
H -2.2589 2.4743 -4.9832
H -1.1146 -6.6202 2.5151
C 2.9948 2.7743 -1.6103
C -1.5722 -3.1472 0.7881
N -0.8387 0.6459 6.4661
C -0.3367 1.5805 -4.5929
H -1.4964 -0.6991 -2.2375
H -3.0575 -1.2442 -4.1119
C -2.5767 -1.6205 6.6584
H -1.3412 1.7455 -2.7035
C 2.7810 -2.6183 -2.2516
H -0.4231 -2.0976 3.8731
Cl -2.0621 0.5107 0.1192
H 0.1419 2.5690 -4.5637
H -3.4220 0.5541 -5.8717
H -0.8895 1.4843 9.7724
H 0.7115 -1.9710 -2.3875
Cl 1.6628 0.6666 1.4345
C 2.8312 5.3174 -1.8837
H 2.6786 5.5489 -0.8206
H 3.6619 1.9297 -1.8270
H 3.6562 -2.3555 -1.6410
C 3.7149 4.0711 -2.0120
H -1.3929 1.9721 -6.4337
H 0.3614 0.9091 -5.1099
C 2.2449 -0.2894 -4.0120
In -0.5587 -0.0485 1.8897
H 4.1047 -3.2286 -3.8449
H 4.0470 3.9803 -3.0567
H 0.4533 1.6822 8.6296
C 0.7562 3.8475 -2.1598
H 4.6132 4.1873 -1.3958
C 1.6534 -1.6122 -1.9427
C -0.7373 -2.0008 2.8284
H 2.4674 0.7048 -4.4273
H 4.3345 -0.8119 -3.9043
H -3.7232 -2.2760 8.3471
N -2.6254 -0.5628 5.6069
C -3.8822 -1.6944 7.4349
H 3.3507 6.1787 -2.3194
C -1.7408 -4.3101 0.0569
C -1.2370 -5.6427 2.0381
H 1.3403 -0.6640 -4.5143
C -0.4303 1.0767 8.8656
C -0.6262 1.0523 -3.1856
C -2.6215 -0.2415 -4.0302
H 2.7958 2.7520 -0.5285
C -1.6700 0.3591 5.4100
C 1.6647 2.6231 -2.3664
H 1.6136 5.1501 -3.6578
H -0.6291 -1.0432 -3.7566
H -4.2531 -0.7002 7.7028
H 1.8976 2.5258 -3.4420
H 0.8216 5.9981 -2.3249
H -2.3100 0.4847 7.9581
H -1.8392 -6.4753 0.1287
C 1.4674 5.1463 -2.5667
C -1.1131 -3.1721 2.1622
C -1.6300 -5.5669 0.6878
H 0.4630 3.8919 -1.0999
H -1.8068 2.1508 7.6068
C 1.9984 -0.2244 -2.5044
C -2.4386 0.3697 -5.4255
C -1.4448 1.1195 7.7430
H -1.9608 -4.2571 -1.0129
H -3.3265 0.3705 -3.4493
H 3.5447 -1.3085 -5.4013
H -0.6370 -4.5291 3.7963
C -0.9832 -4.4864 2.7641
H -0.1078 0.0476 9.0687
H -0.1708 3.7551 -2.7430
H -1.9363 -0.3614 -6.0734
H 2.4640 -3.6194 -1.9389
C 3.1882 -2.6396 -3.7281
H 1.4970 -1.5468 -0.8540
S -1.5826 1.2579 3.9457
H -1.7168 -1.4128 7.3009
H -4.6548 -2.2017 6.8426


90
Properties=species:S:1:pos:R:3 method="wB97M-V/def2-TZVPD" lumo_energy_ev=2.058 de_lowest_kj_mol=0.0 fmax_ev_per_a=2.32 total_charge=-1
H -13.3905 -3.9445 5.4024
H -17.4256 -4.2152 11.2331
H -22.5755 -7.0613 13.4215
H -17.6987 -8.9907 10.0987
C -15.9891 -8.4008 8.8340
O -16.0369 -6.5066 7.2599
H -12.6270 -9.2965 7.0330
H -18.7828 -2.0415 3.4940
H -17.6331 -2.5803 12.0197
C -17.1859 -0.1691 5.3736
H -18.2340 -6.5720 6.5398
C -21.9617 -5.6670 6.2163
N -21.3895 -4.2775 6.2995
C -13.6016 -5.3603 9.0590
C -15.1450 -9.4993 9.1590
C -15.8090 -3.0396 10.9229
H -20.4189 -4.3956 6.5731
H -14.7805 -2.3487 7.7210
H -19.0251 -5.6347 7.6622
H -19.8052 -7.7573 7.9352
H -15.4470 -10.1022 9.9697
H -14.1158 -7.3534 6.1991
H -20.1595 -7.8826 6.2443
H -17.2798 0.7740 5.9118
H -18.7711 -3.9500 4.8586
H -20.6669 -7.4992 11.9787
H -15.2507 -2.1202 4.7180
H -17.8788 -5.4553 3.4199
H -14.8788 -0.9665 6.7034
O -15.4422 -4.0056 9.9594
N -17.7424 -6.9724 9.6647
H -22.2510 -7.4340 7.4587
C -21.1945 -6.5276 11.9309
C -17.9134 -2.7451 3.3198
H -15.3471 -3.2513 11.9043
C -17.3111 -3.1294 11.1371
H -17.8492 -0.0517 4.5371
C -19.1218 -1.2871 6.5449
H -23.7345 -4.8917 13.4042
H -19.6390 -1.5500 5.6207
N -19.0947 -6.1248 6.7822
H -15.4531 -2.0638 10.5738
C -20.7547 -5.5063 11.0825
H -12.6164 -5.1244 8.6148
C -13.6011 -9.0470 7.4716
H -16.2608 -4.8819 3.4726
C -21.4778 -6.6536 7.3418
H -13.4198 -10.6696 8.8263
N -18.8671 -6.7885 10.4355
H -19.4590 -0.2905 6.8437
H -14.8002 -4.8819 5.8731
H -21.0013 -3.4407 10.4197
C -13.9730 -9.7903 8.5443
C -14.0106 -4.2310 9.9938
H -17.1469 -1.2011 7.3410
C -15.5156 -7.5943 7.7140
H -13.7535 -4.4051 11.0723
H -21.6799 -6.1411 5.2487
H -14.3059 -5.3651 8.2259
P -16.9904 -3.0766 6.0865
H -13.5373 -3.3244 9.6791
H -13.7376 -6.3447 9.4794
C -17.1611 -4.9906 4.0658
C -14.3505 -7.9920 7.0609
H -17.0329 -5.7189 4.8995
O -19.2979 -4.7686 9.3324
C -22.8784 -5.0418 12.7533
C -22.4273 -4.0387 11.9320
C -22.2639 -6.2870 12.7558
H -22.9357 -3.0928 11.8880
Na -17.1196 -5.0468 8.4164
C -17.7867 -3.6395 4.5122
H -13.4442 -1.8811 6.5849
H -17.0426 -2.1193 3.2166
C -21.3839 -4.2812 11.0392
H -19.4727 -1.9006 7.3837
H -17.8874 -2.8409 10.3126
C -20.0788 -7.1985 7.0847
H -21.7754 -3.8609 7.1549
C -14.5315 -1.9676 6.7134
H -14.5836 -4.3832 4.2579
H -23.0352 -5.6088 6.2706
C -17.2069 -8.1410 9.6015
H -16.1520 -0.1982 4.9995
C -17.5702 -1.3667 6.3457
H -18.0491 -3.4361 2.4423
C -15.2170 -2.7866 5.5877
H -21.5828 -6.2440 8.3948
C -19.5443 -5.6898 10.1906
C -14.4639 -4.0641 5.2882


85
Properties=species:S:1:pos:R:3 method="wB97M-V/def2-TZVPD" lumo_energy_ev="-7.404 / -7.454" fmax_ev_per_a=2.61 total_charge=+2
H -2.0562 2.1790 -2.4184
C -0.6776 3.3605 2.2082
C 3.0867 -0.2000 0.3646
H -1.9726 -3.3182 4.1662
H 3.2773 -0.1272 5.5391
H 3.4576 -2.8216 -2.5634
H -4.1255 3.5098 1.9087
H -2.4069 0.9206 -5.8274
H 1.9361 1.5982 5.2419
C 5.1602 -1.0043 -0.1254
C 4.3638 -2.6625 -1.9663
C 0.6598 -0.0602 4.7945
C -1.9060 0.1284 4.4227
C 0.6749 2.0818 -4.3195
C 4.1534 -1.5962 -0.9718
H -1.6512 3.4007 -0.5748
C -0.4051 -1.8821 3.8712
H 5.1767 -2.3970 -2.6581
H 0.0235 3.5864 3.0330
H 0.7251 1.2536 6.4880
H -1.2003 -4.4013 -5.4311
H -3.5706 -1.9426 -5.5300
H -2.3921 4.2177 3.1690
C -2.0767 2.0719 -3.5111
H -1.8340 1.0740 4.9747
H -1.1830 0.8404 -1.2689
N 2.9288 -1.0836 -0.6622
H -3.0474 1.6485 -3.8106
H -1.6109 -3.5622 -6.9617
C -2.1190 3.3047 2.6050
H -2.9121 3.8267 0.6576
C -1.0352 -0.6836 -6.4164
H 0.2305 2.0171 4.9642
H -4.4124 1.3679 1.2763
C -0.6005 -0.5598 4.3537
H -2.6698 -0.4909 4.9235
H -2.9879 -0.0209 -0.0371
H 2.2925 0.9310 1.9821
H 2.0155 -3.9759 4.6376
H -0.0201 -0.7388 -6.8403
H -2.2415 2.4947 3.3385
H 0.0901 -3.6649 -6.4126
C -1.2520 1.2715 -0.2543
C -2.9089 -1.9838 -4.6432
H -2.2177 -2.1977 2.8191
C 3.0550 -1.0315 4.9631
H 4.8735 0.5069 1.5195
H 2.4459 -3.3728 3.0255
C -1.3230 0.7142 -5.8433
C 4.4830 -0.1198 0.7313
H 1.4795 1.5326 -4.8366
C 1.6083 -3.5003 3.7306
C 1.9695 0.5225 1.0115
C -3.1689 3.1563 1.4852
H -1.9510 3.0684 -3.9700
H 1.0212 2.4338 -3.3305
Pb 0.5878 -1.2518 -3.4470
H 4.5996 -3.6160 -1.4685
C -0.9497 -3.5534 -6.0806
H -2.2946 0.3498 3.4155
H -0.8371 1.4944 -6.4469
P -0.7478 0.9482 -4.0981
H 1.1172 -0.1539 1.1801
C -1.4596 -2.7790 3.3556
H -3.1294 -2.9095 -4.0936
H 0.8851 -4.1966 3.2902
H 1.5921 1.3609 0.4117
C -0.8144 2.7457 -0.2901
H -0.5032 0.6987 0.3115
C 0.9633 -2.2099 4.0433
P -1.1523 -2.0132 -5.1491
C -2.6288 0.9804 0.2586
C 0.9022 1.2652 5.3993
H 3.6914 -1.0368 4.0658
C -0.1451 3.1912 0.9860
H 0.9321 3.3731 0.8638
H -0.0497 2.8633 -1.0875
H -1.7376 -0.9345 -7.2293
H 3.3446 -1.9007 5.5699
C 1.6227 -1.0872 4.6092
H 6.2079 -1.2833 -0.1322
H -1.0523 -3.5337 2.6748
H -3.1465 -1.1364 -3.9840
C -3.4290 1.7651 0.9949
H 0.3784 2.9402 -4.9443


96
Properties=species:S:1:pos:R:3 method="wB97M-V/def2-TZVPD" lumo_energy_ev="0.514 / -2.435" s2=0.754 de_lowest_kj_mol=84.1 fmax_ev_per_a=0.53 spin_multiplicity=2 total_charge=0
H -1.8368 -3.5307 -1.5507
C 2.1093 1.8242 4.4360
H -1.8639 -0.3882 4.1760
H 3.2731 3.9668 3.0909
H 2.2616 0.1309 2.6078
C -0.0688 -3.9942 -0.3653
C 3.0935 -0.1445 -1.7241
H -1.2556 -2.8104 4.7602
H 3.6429 -2.6517 1.8279
C -0.4839 -2.8783 2.0011
C 0.3299 3.6772 1.4908
H 2.6510 0.9432 -3.4788
N 0.5564 -1.7493 0.3833
H -2.5735 4.2383 0.0352
Cl -3.6828 -3.4839 0.5521
H 1.4817 0.9407 4.5223
C 0.0929 -1.2949 3.9880
H -4.1065 2.3065 -0.5273
H -4.1752 3.0354 3.5853
C -1.7631 4.7194 -0.5135
Cl -2.3480 -0.6208 -0.8793
H -1.6272 -5.2517 0.4913
N 0.2295 1.7702 0.3523
C -0.5755 -5.3103 0.2137
C 0.0387 -1.6987 2.5416
H 1.8956 5.0553 3.2370
C -4.8289 3.0161 2.7167
C 2.8741 -0.0959 -3.2125
C 5.2212 0.4264 2.2644
H -5.0928 3.6653 0.0423
N -4.0558 2.6454 1.5363
H 1.1309 -0.9944 4.1723
H -0.3669 -2.7060 -2.0848
Ge -2.9881 -1.4712 1.0852
H -2.0288 2.0953 -1.4744
H -5.2409 4.0127 2.5636
C -0.6921 3.7019 -0.9041
H 0.1948 4.7086 1.7669
C 1.6741 -0.9549 -3.6122
C 3.8659 -0.4386 0.3282
H 5.7743 1.1004 1.6094
H -0.6846 0.1581 5.3776
H 1.5123 -0.9198 -4.6910
H -5.6414 1.9868 0.3027
H 4.3768 0.9775 2.6687
H 0.5365 3.2143 4.2117
C -3.0976 1.7514 1.6957
C 2.3679 4.1738 3.6651
N 2.1209 0.1844 -0.8964
H 0.7594 -0.6119 -3.1255
C -0.0847 3.0516 0.3089
H 5.1748 -0.8891 -1.3752
H 3.0580 1.5268 3.9978
H -0.9677 -3.6750 2.5393
H 0.1185 4.2558 -1.3926
H 5.6250 -1.2487 1.0278
C 4.1431 -1.8766 2.4102
H -0.4348 2.0076 -2.2344
H 1.8353 -1.9949 -3.3206
H -0.0030 -5.5974 1.0974
N 2.5954 0.0316 0.3742
H -0.5834 -4.4258 -2.4137
H 3.9586 -0.4479 -5.0512
C -1.2235 2.6887 -1.9082
H 0.4355 -3.3262 4.7058
N -2.2396 0.9860 1.8262
H 2.3138 2.1888 5.4443
H 2.6615 4.4121 4.6886
C 4.7416 -0.8025 1.4946
H 5.8711 0.1368 3.0924
H -2.1809 5.1995 -1.4002
H 4.9354 -2.3475 2.9951
B 1.6453 0.2001 1.5939
H -1.3531 5.5000 0.1276
C -0.7607 -3.6378 -1.6795
C 4.2228 -0.5548 -1.0003
Cl -4.9945 -0.6292 1.5002
H -0.1098 -2.1866 5.9419
H 0.9939 -4.1311 -0.5961
H 4.9811 0.0934 -3.7170
H 4.3735 -1.5643 -3.7496
C -4.7723 2.6471 0.2625
H -0.4681 -6.1045 -0.5261
H -0.6146 0.7496 3.7020
C 4.1217 -0.5258 -3.9758
Li 0.0522 -0.0129 -0.6151
C -0.0737 -2.8788 0.6527
C 1.4427 2.9493 3.6536
C 0.9477 2.6947 2.2424
C -0.2238 -2.4795 4.8979
N 0.8852 1.5461 1.5206
H -5.6444 2.3091 2.8919
H -1.6123 3.1967 -2.7923
H 3.4182 -1.4598 3.1087
C -0.8176 -0.1163 4.3292
N 0.6430 -1.0330 1.5425


Copy entry 4 word for word.
85
Properties=species:S:1:pos:R:3 method="wB97M-V/def2-TZVPD" lumo_energy_ev="-7.404 / -7.454" fmax_ev_per_a=2.61 total_charge=+2
H -2.0562 2.1790 -2.4184
C -0.6776 3.3605 2.2082
C 3.0867 -0.2000 0.3646
H -1.9726 -3.3182 4.1662
H 3.2773 -0.1272 5.5391
H 3.4576 -2.8216 -2.5634
H -4.1255 3.5098 1.9087
H -2.4069 0.9206 -5.8274
H 1.9361 1.5982 5.2419
C 5.1602 -1.0043 -0.1254
C 4.3638 -2.6625 -1.9663
C 0.6598 -0.0602 4.7945
C -1.9060 0.1284 4.4227
C 0.6749 2.0818 -4.3195
C 4.1534 -1.5962 -0.9718
H -1.6512 3.4007 -0.5748
C -0.4051 -1.8821 3.8712
H 5.1767 -2.3970 -2.6581
H 0.0235 3.5864 3.0330
H 0.7251 1.2536 6.4880
H -1.2003 -4.4013 -5.4311
H -3.5706 -1.9426 -5.5300
H -2.3921 4.2177 3.1690
C -2.0767 2.0719 -3.5111
H -1.8340 1.0740 4.9747
H -1.1830 0.8404 -1.2689
N 2.9288 -1.0836 -0.6622
H -3.0474 1.6485 -3.8106
H -1.6109 -3.5622 -6.9617
C -2.1190 3.3047 2.6050
H -2.9121 3.8267 0.6576
C -1.0352 -0.6836 -6.4164
H 0.2305 2.0171 4.9642
H -4.4124 1.3679 1.2763
C -0.6005 -0.5598 4.3537
H -2.6698 -0.4909 4.9235
H -2.9879 -0.0209 -0.0371
H 2.2925 0.9310 1.9821
H 2.0155 -3.9759 4.6376
H -0.0201 -0.7388 -6.8403
H -2.2415 2.4947 3.3385
H 0.0901 -3.6649 -6.4126
C -1.2520 1.2715 -0.2543
C -2.9089 -1.9838 -4.6432
H -2.2177 -2.1977 2.8191
C 3.0550 -1.0315 4.9631
H 4.8735 0.5069 1.5195
H 2.4459 -3.3728 3.0255
C -1.3230 0.7142 -5.8433
C 4.4830 -0.1198 0.7313
H 1.4795 1.5326 -4.8366
C 1.6083 -3.5003 3.7306
C 1.9695 0.5225 1.0115
C -3.1689 3.1563 1.4852
H -1.9510 3.0684 -3.9700
H 1.0212 2.4338 -3.3305
Pb 0.5878 -1.2518 -3.4470
H 4.5996 -3.6160 -1.4685
C -0.9497 -3.5534 -6.0806
H -2.2946 0.3498 3.4155
H -0.8371 1.4944 -6.4469
P -0.7478 0.9482 -4.0981
H 1.1172 -0.1539 1.1801
C -1.4596 -2.7790 3.3556
H -3.1294 -2.9095 -4.0936
H 0.8851 -4.1966 3.2902
H 1.5921 1.3609 0.4117
C -0.8144 2.7457 -0.2901
H -0.5032 0.6987 0.3115
C 0.9633 -2.2099 4.0433
P -1.1523 -2.0132 -5.1491
C -2.6288 0.9804 0.2586
C 0.9022 1.2652 5.3993
H 3.6914 -1.0368 4.0658
C -0.1451 3.1912 0.9860
H 0.9321 3.3731 0.8638
H -0.0497 2.8633 -1.0875
H -1.7376 -0.9345 -7.2293
H 3.3446 -1.9007 5.5699
C 1.6227 -1.0872 4.6092
H 6.2079 -1.2833 -0.1322
H -1.0523 -3.5337 2.6748
H -3.1465 -1.1364 -3.9840
C -3.4290 1.7651 0.9949
H 0.3784 2.9402 -4.9443